# C4H7N2

A structure of composition C4H7N2 at a distorted geometry (the ωB97M-V functional and the def2-TZVPD basis, the OMol25 dataset).

Properties
Net charge: +1
Orbital gap, eV: 10.6
Energy above the lowest of the compared OMol25 structures with the same formula, charge and spin, kJ/mol: 387.4
Strongest force on any atom, eV/A: 5.1
HOMO level, hartree: -0.5970

Structure (XYZ):
```
13
C4H7N2, DFT the ωB97M-V functional and the def2-TZVPD basis
C 2.94660 0.11702 0.00229
C 1.58266 -1.36870 -0.00724
C 0.28362 -0.74228 0.00291
C -1.19774 1.17433 -0.00079
N 3.73026 0.98762 0.00413
N 0.07822 0.51712 -0.02041
H 1.84595 -1.93477 0.87970
H 1.84412 -1.89555 -0.91897
H -0.58400 -1.40462 0.03233
H -1.14612 2.09363 -0.58217
H -1.97835 0.52960 -0.40171
H -1.46170 1.44328 1.02546
H 0.90265 1.12893 -0.03323
```